Record 1
{"formula": "C5H18LiN6O5", "method": "wB97M-V/def2-TZVPD", "elements": ["H", "Li", "H", "H", "N", "H", "N", "C", "H", "N", "O", "H", "O", "H", "H", "H", "H", "H", "H", "H", "O", "N", "O", "N", "H", "H", "C", "C", "H", "H", "C", "O", "C", "N", "H"], "xyz": [[-0.204910, -7.293780, 3.885480], [2.377440, -11.473330, 4.273790], [1.482160, -12.574880, 6.958280], [4.424190, -8.409390, 1.162320], [3.349400, -13.056280, 0.696680], [6.048440, -9.360810, 1.305740], [5.656430, -10.045220, 1.936610], [2.209310, -12.901620, 1.317810], [3.705380, -9.891490, 6.486000], [0.420250, -8.023620, 4.196290], [2.071440, -12.498920, 2.430640], [3.049500, -8.303520, 2.228340], [3.821880, -10.486990, 3.221120], [1.109810, -7.887670, 4.921640], [3.359610, -11.567660, 7.959610], [-0.668820, -8.429710, 2.223680], [4.290020, -13.056130, 1.064580], [6.190900, -10.682460, 2.509640], [0.339880, -13.215540, 0.986900], [4.503430, -11.989330, 6.615000], [0.810930, -10.288270, 4.291800], [1.256000, -13.296720, 0.569490], [2.805250, -13.082000, 5.279570], [3.978690, -8.649690, 2.036320], [2.729210, -13.737780, 7.246120], [3.163600, -12.997920, -0.294360], [4.463920, -9.800540, 2.444330], [3.480240, -11.732060, 6.888860], [1.355560, -13.679970, -0.359660], [-0.449570, -10.163460, 2.244450], [0.255940, -9.238770, 3.801720], [3.041260, -10.488240, 6.133250], [2.481840, -12.867960, 6.637590], [-0.329830, -9.262190, 2.684300], [2.878460, -14.038270, 5.237460]], "forces_ev_per_a": [[0.49, 0.05, 0.21], [-0.05, 0.80, -1.14], [-0.35, 0.15, -0.92], [-0.72, 1.07, -0.09], [3.30, -0.25, -2.38], [0.52, -0.40, 0.44], [1.96, -1.63, -0.25], [2.26, 0.30, 1.69], [-0.07, 0.68, -0.52], [1.15, 3.34, 3.29], [-0.72, 0.78, 3.42], [-0.07, -0.46, -0.09], [0.64, -1.35, 1.12], [-0.39, 0.42, 0.08], [0.61, 0.70, 0.24], [0.15, -0.27, -0.14], [-0.55, 0.52, 0.08], [0.45, 0.11, -0.61], [-0.05, 0.00, -0.49], [-0.20, -0.12, -0.03], [-1.17, 1.99, -0.15], [-5.67, -1.30, -2.40], [-1.41, -1.79, -0.43], [-0.14, 2.45, -1.72], [0.27, -0.04, 0.02], [1.38, -0.18, -0.06], [-2.64, 0.12, 1.48], [-1.93, 1.06, 1.13], [-0.11, 0.07, 0.44], [-0.13, 0.21, -0.15], [3.55, -4.31, 1.93], [0.89, -2.61, 1.66], [2.31, 1.67, 0.46], [-3.51, -1.81, -5.00], [-0.08, 0.03, -1.09]], "homo_energy_ev": [-1.7635, -9.4497], "gap_ev": [1.7, 9.6], "charge": 0, "spin_multiplicity": 2}


Record 2
{"formula": "C23H26NO3Sc", "method": "wB97M-V/def2-TZVPD", "elements": ["C", "O", "C", "H", "H", "H", "O", "H", "H", "C", "H", "C", "H", "H", "C", "C", "H", "C", "C", "H", "H", "C", "C", "C", "N", "C", "C", "C", "C", "C", "C", "H", "Sc", "H", "H", "H", "H", "H", "H", "C", "H", "H", "C", "H", "H", "H", "C", "C", "C", "C", "H", "O", "H", "H"], "xyz": [[-1.695340, 0.533197, 2.205683], [1.913340, 3.212709, -0.879326], [0.477486, -1.882491, -3.504409], [0.385290, 4.314361, 0.453792], [-0.795183, -3.663090, 2.729019], [-1.309139, -1.282671, -0.898489], [1.566521, -1.694886, 3.427182], [1.098648, 2.016476, 3.391151], [0.067620, 0.128523, 5.045548], [-0.836330, -1.803084, -0.064980], [1.245996, 3.454749, 1.743993], [-1.873038, -1.765809, -4.078338], [-0.427283, 4.030319, 2.011075], [1.465735, 0.971510, 0.663358], [2.715042, -1.316589, 3.019211], [0.514302, -2.295875, -0.053604], [1.553067, -3.697061, 1.356979], [-1.869829, -0.388602, -3.831944], [0.233818, 1.371194, 3.189559], [-2.767662, 0.212194, -3.977467], [1.422943, -2.429026, -3.413043], [-0.697104, -2.511535, -3.917948], [0.267962, 3.602349, 1.273497], [0.463406, -0.516856, -3.186157], [1.519144, 1.557417, -2.383623], [-0.566309, -3.078469, 1.834997], [-0.627490, 1.459245, 2.032345], [-1.497112, -0.132106, 3.447837], [1.708677, 0.116871, -2.617016], [-1.590507, 2.519758, -0.031607], [-1.482017, -2.270575, 1.104379], [1.995559, -0.378626, -1.673612], [0.652938, -0.622261, 1.834717], [-2.525148, -2.085835, 1.365599], [-2.158162, -0.893630, 3.872658], [-2.005187, 1.600281, -0.471506], [3.608738, -1.574829, 3.614659], [-0.683066, -3.584607, -4.117703], [2.164347, 2.114421, -2.951566], [0.676840, -3.089090, 1.127143], [-2.549456, 0.453548, 1.527779], [0.095512, 0.514541, -0.404587], [-0.323535, 2.267026, 0.798126], [-0.650926, 1.318184, -3.239520], [1.231742, -2.202851, -0.862285], [-1.367490, 3.221353, -0.846071], [1.400360, 2.120929, -1.124381], [-0.321066, 0.379511, 4.056475], [-0.692280, 0.238735, -3.399148], [0.661462, 1.378784, -0.013195], [-2.788710, -2.262550, -4.404877], [2.806490, -0.635637, 1.935055], [-2.356031, 2.979191, 0.609882], [2.542414, -0.028735, -3.325297]], "forces_ev_per_a": [[0.67, 0.58, 0.28], [-0.64, -1.12, -0.63], [-0.30, 0.27, 0.12], [0.04, -0.16, 0.18], [0.18, 0.48, -0.23], [0.18, 0.04, 0.32], [1.89, 0.44, 0.05], [-0.47, -0.46, -0.06], [-0.14, -0.10, -0.51], [0.56, -0.09, 0.28], [-0.21, 0.14, -0.12], [0.07, 0.10, 0.12], [0.22, -0.13, -0.12], [-0.05, 0.84, -0.65], [-1.12, -0.02, -0.12], [-0.37, -0.27, 0.56], [-0.30, 0.38, 0.08], [0.43, -0.17, -0.01], [-0.27, -0.14, -0.24], [0.18, -0.23, -0.01], [-0.44, 0.02, 0.04], [0.18, 0.19, -0.05], [-0.19, 0.26, -0.06], [-0.29, -0.29, -0.29], [1.10, 0.18, 0.07], [0.30, 0.36, -0.54], [-0.07, -0.68, 0.73], [0.28, 0.07, -0.01], [-0.29, 0.22, 0.11], [0.03, 0.13, -0.01], [0.51, -0.42, -0.14], [-0.08, 0.10, -0.34], [-2.93, -1.83, 0.63], [0.46, -0.03, -0.03], [0.38, 0.32, -0.21], [0.13, 0.19, 0.16], [-0.15, 0.11, -0.33], [-0.09, 0.34, 0.00], [-0.52, -0.05, 0.40], [-0.57, 0.15, -0.64], [0.49, -0.26, 0.29], [0.17, 0.30, -0.07], [0.06, 0.16, 0.10], [-0.16, -0.41, 0.05], [-0.12, -0.04, 0.22], [-0.05, -0.16, 0.09], [1.18, 0.86, 0.19], [-0.11, 0.43, -0.49], [-0.16, -0.35, 0.00], [0.12, -0.14, -0.28], [0.27, 0.16, 0.11], [0.08, -0.33, 0.87], [0.17, -0.12, -0.21], [-0.23, 0.18, 0.36]], "homo_energy_ev": -7.8271, "gap_ev": 8.4, "charge": 0}


Record 3
{"formula": "C32H43BF3NO7S", "method": "wB97M-V/def2-TZVPD", "elements": ["H", "S", "O", "C", "C", "H", "F", "C", "C", "C", "H", "B", "H", "C", "C", "H", "C", "H", "H", "H", "C", "C", "C", "H", "H", "H", "C", "C", "H", "H", "C", "H", "H", "H", "H", "O", "H", "H", "H", "H", "H", "H", "F", "H", "C", "H", "C", "C", "O", "H", "C", "C", "C", "O", "H", "H", "H", "O", "C", "H", "C", "H", "C", "H", "H", "H", "N", "C", "C", "O", "H", "C", "C", "H", "C", "C", "H", "H", "C", "C", "H", "H", "O", "H", "H", "F", "H", "C"], "xyz": [[0.741992, 2.829008, -6.855618], [-0.943537, -2.553346, -1.535292], [-6.515968, 3.730407, -0.051358], [-4.489772, -0.965479, -0.459139], [3.263456, 3.009440, 7.260134], [4.617673, 2.716310, 5.584774], [2.852175, -1.387418, -3.779811], [-3.525389, -1.860823, -0.899661], [3.551407, 2.879986, 5.771365], [1.321765, -3.036329, -0.099171], [-3.766129, -2.860142, -1.230773], [1.717753, 1.062576, 1.435868], [1.475500, 2.476247, 3.468046], [-4.128736, 0.319832, -0.036310], [1.527490, -0.391962, 0.818949], [-0.109662, -8.036623, 0.595073], [-2.193316, -1.456487, -0.919007], [3.283365, -1.133771, 1.843406], [2.338836, 3.569133, 7.418048], [1.197961, 2.117263, -2.747619], [-2.101164, -7.202751, 0.577495], [-2.792328, 0.683900, -0.024882], [2.225675, -0.276540, -3.470348], [-4.731211, 2.243351, 0.557657], [-2.301503, -7.575465, 1.580833], [2.228761, 4.508830, -3.500350], [2.368258, -2.685869, 0.743609], [3.399812, 4.023269, -5.287691], [-2.488077, -5.043958, 0.536634], [2.494375, 1.424748, 8.584528], [-0.539093, -6.857132, -1.161644], [-3.008719, -7.323057, -0.018677], [4.136368, 4.808933, -5.448808], [-1.037825, -5.514490, 1.442611], [-0.117870, 3.108025, 3.121025], [1.082079, 3.656537, -4.990756], [-6.978882, 0.664689, -0.735617], [4.035132, 1.065648, 7.798111], [1.219199, -4.055505, -0.438993], [1.895170, 5.544962, -4.900945], [2.633495, 4.239800, -7.296490], [-0.303779, 0.047312, -2.608074], [1.412644, 0.118382, -4.433907], [-0.856810, 1.578121, -2.011112], [1.251596, 1.387098, -1.936209], [3.379063, 0.891143, 2.419805], [3.065924, 1.551923, 7.666678], [2.143963, 4.525187, -4.587962], [2.981450, 1.502739, 1.791244], [-1.118295, -6.986951, -2.082253], [-1.806661, -0.200121, -0.470239], [-0.139754, 0.781953, -1.817519], [2.457779, -1.369254, 1.185954], [-7.991825, 2.980606, -1.473054], [0.521884, -6.886887, -1.414624], [-5.523266, -1.281117, -0.443625], [3.474890, 2.705249, -7.052732], [-0.855911, -5.578685, -0.605202], [-6.241884, 1.463992, -0.716279], [1.662511, 1.828705, -5.724003], [2.354609, 0.985204, 6.446544], [3.868287, 3.232490, -4.696679], [2.827166, 3.440320, -6.577493], [3.230663, 3.750884, 5.198529], [1.270504, 1.125015, 6.519024], [3.097941, -3.422941, 1.036439], [-0.450206, 0.254841, -0.470741], [0.481354, -0.745415, -0.048465], [-5.216021, 1.285395, 0.407308], [2.831261, 1.727737, 5.319593], [1.554349, 1.945249, -1.055627], [0.515335, 2.231007, 3.027283], [2.308775, 0.397294, -2.336756], [-8.069832, 2.247507, -2.095022], [1.516062, 2.842445, -6.087175], [-1.654316, -5.747072, 0.567055], [-2.479344, 1.662825, 0.310022], [4.062319, 3.513296, 7.801466], [0.396146, -2.075723, -0.480122], [-0.928080, -7.891518, -0.113901], [2.556500, -0.074914, 6.289965], [-5.696072, 1.404174, -1.659906], [0.629461, 1.876760, 1.641296], [-1.177750, -8.858987, -0.546929], [-5.687215, 0.927383, 1.316709], [3.349515, 0.231567, -1.515441], [0.063941, 1.394983, 3.559406], [-6.907393, 2.815055, -0.692473]], "forces_ev_per_a": [[-0.05, 0.05, 0.05], [-0.14, 0.03, -0.03], [0.33, 0.92, 0.78], [0.47, -0.14, -0.13], [-0.13, 0.03, 0.01], [0.01, 0.06, 0.02], [0.53, 0.00, -0.29], [0.12, 0.48, 0.14], [0.11, -0.05, -0.03], [0.26, 0.04, 0.23], [-0.15, -0.07, 0.00], [-0.32, -0.22, -0.62], [0.15, -0.11, 0.05], [-0.56, -0.30, 0.24], [0.10, 0.31, 0.11], [0.00, 0.00, -0.01], [0.68, -0.16, -0.11], [0.06, 0.19, 0.02], [0.01, 0.01, -0.01], [-0.09, 0.17, 0.00], [-0.08, -0.01, -0.09], [0.10, -0.31, -0.16], [0.16, 0.04, 0.51], [-0.19, 0.19, 0.40], [0.02, 0.00, 0.01], [-0.05, -0.02, 0.01], [-0.39, 0.54, -0.24], [0.04, -0.12, 0.05], [0.04, 0.05, -0.04], [-0.02, 0.01, -0.01], [-0.11, 0.02, -0.05], [0.00, 0.01, 0.01], [-0.01, 0.01, -0.01], [-0.06, 0.00, 0.04], [-0.22, 0.01, -0.12], [0.06, -0.04, 0.02], [-0.15, -0.06, 0.02], [-0.01, -0.01, 0.00], [-0.16, -0.08, -0.09], [0.05, 0.02, 0.03], [0.01, -0.01, 0.00], [0.11, -0.23, 0.01], [-0.56, -0.46, -0.15], [-0.12, 0.07, 0.12], [0.37, 0.16, -0.85], [0.44, 0.04, -0.22], [0.12, -0.03, 0.00], [-0.05, 0.09, -0.09], [-0.47, -0.09, 0.62], [0.03, -0.06, -0.01], [-0.62, 0.33, 0.43], [-0.15, 0.65, 0.24], [-0.02, -0.50, -0.13], [-0.25, -0.14, -0.51], [0.00, 0.05, 0.00], [-0.12, 0.04, 0.03], [0.00, -0.02, 0.03], [0.07, -0.27, 0.01], [0.22, -0.05, -0.02], [0.02, -0.08, -0.08], [-0.12, 0.06, -0.02], [0.00, 0.01, 0.01], [-0.05, 0.18, -0.03], [-0.02, -0.04, -0.05], [0.00, -0.04, 0.05], [0.10, -0.08, 0.08], [-0.02, -0.56, -0.79], [0.56, -0.43, 0.54], [0.62, -0.26, -0.84], [0.09, -0.05, 0.09], [0.02, -0.08, 0.20], [-0.09, 0.51, -0.22], [-0.34, 0.50, 0.00], [-0.14, -0.09, 0.09], [0.04, 0.02, -0.03], [0.10, 0.05, 0.08], [0.01, 0.09, 0.08], [0.02, -0.02, 0.00], [-0.46, 0.25, -0.17], [0.08, 0.00, 0.09], [0.01, 0.01, -0.06], [-0.06, 0.01, -0.20], [0.30, -0.21, 0.41], [-0.02, 0.01, -0.01], [-0.07, 0.17, 0.21], [0.11, -0.57, 0.32], [-0.06, -0.01, 0.17], [-0.07, -0.42, -0.13]], "homo_energy_ev": -7.6130, "gap_ev": 8.2, "charge": 0, "smiles": "COB(O)c1cccc2c1N(CCC(F)=C(F)F)c1cc(CCC(=O)O)ccc1S2.C1CCOC1.C1CCOC1.C1CCOC1"}


Record 4
{"formula": "C21H19AsCl3N2SSn", "method": "wB97M-V/def2-TZVPD", "elements": ["C", "C", "Cl", "H", "As", "C", "H", "C", "H", "C", "C", "H", "H", "C", "N", "H", "C", "C", "C", "H", "C", "H", "H", "H", "C", "C", "Cl", "H", "H", "C", "S", "C", "H", "H", "H", "C", "H", "C", "C", "H", "C", "H", "C", "H", "Cl", "Sn", "C", "N"], "xyz": [[-2.284193, -1.687336, 0.805402], [-3.308934, 0.634944, 0.891190], [6.281177, -0.183512, -0.751753], [-0.211665, -4.395565, 1.047256], [0.724895, -0.191079, -2.017147], [-2.353361, -4.486150, 0.931278], [-1.684585, 0.369712, -2.549320], [-0.739784, 1.642987, 0.844892], [0.898873, -0.863050, -4.410540], [0.576325, 2.150691, 0.844368], [-1.825558, 2.537781, 0.894867], [-2.381541, -5.565658, 0.995531], [-3.980273, 2.652383, 0.991503], [-1.576568, 3.929937, 0.914679], [3.373144, -0.463280, 1.286898], [-4.476364, -4.271024, 0.746901], [-1.126986, -3.823847, 0.971248], [5.951106, -0.731147, 0.897002], [-3.497566, -2.372009, 0.735340], [1.417830, 1.461684, 0.821540], [-3.128458, 1.985986, 0.928997], [2.041071, 1.563620, -3.224229], [-0.546880, 1.307267, -3.542499], [-2.419315, 4.609481, 0.929452], [-2.187041, -0.214347, 0.817068], [0.692407, -0.789400, 3.138782], [6.391862, -2.419421, 1.094510], [-4.427548, -1.832328, 0.615503], [1.667028, -2.097651, -3.389508], [4.500298, -0.594993, 1.120397], [0.929299, -0.562909, 4.595533], [0.790171, 3.501587, 0.890489], [-0.101078, -2.041750, -3.530243], [1.800632, 3.889055, 0.898869], [-0.104546, 5.466503, 0.939883], [0.805370, -1.441686, -3.492052], [-4.302705, 0.216829, 0.929156], [-3.526400, -3.757014, 0.800114], [2.262495, 0.938475, -2.360179], [3.128159, 0.313834, -2.573746], [-0.758817, 0.942306, -2.537866], [2.483646, 1.572933, -1.504642], [-0.295217, 4.402587, 0.918896], [-0.858193, 1.785090, -1.857046], [6.778804, 0.282219, 2.071310], [0.686841, -1.219195, 0.733835], [-1.116586, -2.443660, 0.899534], [-0.961279, 0.290120, 0.798534]], "forces_ev_per_a": [[-0.18, -0.25, -0.01], [-0.07, 0.06, -0.04], [0.00, 0.01, -0.03], [0.01, 0.00, -0.01], [0.19, 0.04, -0.08], [0.12, 0.06, 0.07], [0.01, -0.02, 0.01], [0.03, 0.12, 0.05], [0.00, 0.01, 0.00], [-0.05, -0.17, 0.02], [-0.03, 0.00, -0.04], [-0.04, 0.00, -0.01], [-0.01, -0.02, -0.01], [-0.04, -0.03, 0.05], [0.11, 0.08, 0.03], [0.00, 0.00, 0.00], [-0.34, -0.04, -0.11], [-0.03, 0.06, -0.02], [-0.04, 0.14, 0.01], [0.04, 0.06, 0.04], [0.04, 0.02, -0.05], [0.01, -0.02, -0.02], [0.00, 0.00, -0.01], [0.01, 0.00, 0.03], [-0.05, -0.13, 0.03], [0.22, 0.12, -0.21], [-0.02, -0.11, 0.01], [-0.02, -0.03, 0.06], [0.01, 0.01, 0.02], [0.05, 0.03, -0.01], [-0.05, -0.03, 0.12], [-0.03, 0.05, -0.04], [-0.01, 0.01, 0.02], [0.00, -0.01, 0.01], [-0.01, 0.00, 0.01], [0.01, -0.14, 0.07], [0.01, -0.02, 0.00], [-0.01, -0.05, -0.02], [0.07, -0.02, 0.12], [-0.01, -0.01, 0.01], [-0.10, -0.03, 0.14], [-0.04, 0.01, 0.00], [0.04, 0.00, -0.04], [0.03, 0.01, -0.01], [0.02, 0.04, 0.04], [-1.26, -0.07, -0.22], [0.94, 0.06, -0.14], [0.48, 0.18, 0.18]], "homo_energy_ev": [-14.0212, -14.4612], "gap_ev": [7.2, 6.2], "charge": 2, "spin_multiplicity": 2}